No. 1
Formula: C18H54O9
Source: the Open Molecules 2025 dataset
Level of theory: ωB97M-V/def2-TZVPD

Properties
HOMO = -9.7 eV
gap between HOMO and LUMO = 10.17 eV
E_tot = -1395.27141 Eh
SMILES string = CCO.CCO.CCO.CCO.CCO.CCO.CCO.CCO.CCO
maximum force = 0.0164 Eh/bohr
energy relative to the best compared isomer or geometry (same formula, charge and spin) = 59.9 kcal per mole

Structure (ORCA input):
```
! wB97M-V def2-TZVPD RIJCOSX def2/J DEFGRID3
* xyz 0 1
C 3.326 -14.772 19.307
C 3.368 -13.732 20.415
O 4.706 -13.334 20.730
H 2.320 -15.188 19.207
H 4.046 -15.578 19.455
H 3.579 -14.285 18.363
H 2.893 -14.089 21.332
H 2.882 -12.816 20.086
H 5.100 -14.037 21.254
C 7.057 -18.558 13.371
C 6.984 -18.839 11.899
O 6.681 -17.616 11.224
H 7.396 -19.469 13.872
H 6.098 -18.275 13.808
H 7.782 -17.773 13.583
H 6.212 -19.584 11.677
H 7.934 -19.266 11.557
H 6.747 -17.759 10.277
C -0.727 -19.052 12.519
C 0.141 -17.989 11.883
O -0.425 -17.453 10.703
H -0.299 -19.358 13.481
H -0.817 -19.954 11.910
H -1.737 -18.687 12.710
H 1.122 -18.407 11.632
H 0.342 -17.193 12.611
H -0.916 -16.662 10.940
C 2.578 -17.733 15.395
C 2.748 -16.521 16.274
O 2.840 -15.315 15.508
H 1.676 -17.632 14.786
H 2.458 -18.640 15.996
H 3.429 -17.872 14.724
H 3.654 -16.582 16.886
H 1.892 -16.398 16.936
H 3.711 -15.268 15.080
C 0.085 -13.398 17.661
C 1.122 -12.529 16.997
O 0.917 -11.177 17.460
H -0.918 -13.044 17.422
H 0.208 -13.391 18.744
H 0.161 -14.430 17.307
H 1.063 -12.538 15.906
H 2.130 -12.864 17.262
H 1.767 -10.740 17.551
C 0.267 -18.340 19.107
C 1.266 -19.452 19.299
O 1.207 -20.269 18.133
H 0.557 -17.754 18.230
H 0.244 -17.672 19.969
H -0.740 -18.724 18.955
H 0.999 -20.049 20.183
H 2.276 -19.054 19.437
H 1.863 -20.966 18.236
C 4.452 -12.567 14.654
C 5.412 -13.402 13.855
O 5.252 -14.784 14.218
H 4.346 -11.586 14.196
H 4.779 -12.474 15.690
H 3.461 -13.028 14.675
H 6.443 -13.087 14.060
H 5.256 -13.262 12.781
H 5.868 -15.305 13.693
C 4.101 -21.153 14.718
C 3.501 -20.830 13.387
O 2.743 -21.953 12.930
H 4.743 -20.324 15.037
H 4.717 -22.050 14.679
H 3.351 -21.250 15.505
H 4.296 -20.573 12.672
H 2.845 -19.952 13.404
H 2.444 -21.772 12.035
C 1.198 -14.190 10.964
C 2.060 -14.586 12.147
O 1.251 -14.542 13.311
H 0.447 -14.954 10.767
H 1.798 -14.066 10.062
H 0.704 -13.247 11.194
H 2.898 -13.877 12.201
H 2.468 -15.596 12.015
H 1.786 -14.855 14.061
*
```


No. 2
Formula: C18H55CrHgO14S
Source: the Open Molecules 2025 dataset
Level of theory: ωB97M-V/def2-TZVPD

Properties
HOMO (alpha / beta) = -10.4 / -11.2 eV
gap between HOMO and LUMO (alpha / beta) = 5.49 / 6.28 eV
E_tot = -3368.01298 Eh
maximum force = 0.0549 Eh/bohr
energy relative to the best compared isomer or geometry (same formula, charge and spin) = 13.1 kcal per mole

Structure (ORCA input):
```
! wB97M-V def2-TZVPD RIJCOSX def2/J DEFGRID3
* xyz 1 5
Hg 21.208 -7.934 -12.118
Cr 20.078 -3.996 -8.177
S 20.399 -5.859 -10.177
O 21.243 -5.584 -8.989
O 19.316 -4.928 -9.958
O 21.080 -5.626 -11.475
O 19.976 -7.255 -10.264
O 18.811 -5.095 -7.069
H 18.088 -5.552 -7.488
C 15.290 -5.827 -13.166
C 16.253 -4.994 -12.333
O 17.511 -5.685 -12.282
H 14.270 -5.450 -13.113
H 15.208 -6.825 -12.731
H 15.691 -5.924 -14.173
H 15.889 -4.872 -11.307
H 16.426 -3.985 -12.718
H 18.019 -5.271 -11.561
C 19.427 -12.075 -11.858
C 19.244 -10.716 -12.524
O 19.638 -9.685 -11.597
H 18.783 -12.182 -10.985
H 20.458 -12.218 -11.541
H 19.176 -12.848 -12.590
H 18.198 -10.544 -12.785
H 19.848 -10.737 -13.431
H 18.989 -9.660 -10.858
C 22.389 -7.807 -6.479
C 23.697 -7.356 -7.130
O 23.531 -6.888 -8.457
H 21.933 -8.644 -7.011
H 21.678 -6.979 -6.454
H 22.605 -8.110 -5.454
H 24.384 -8.205 -7.225
H 24.191 -6.642 -6.458
H 22.698 -6.352 -8.517
C 23.494 -3.001 -10.488
C 22.796 -2.834 -9.145
O 21.380 -2.682 -9.348
H 23.100 -2.269 -11.202
H 23.258 -3.960 -10.951
H 24.570 -2.851 -10.440
H 23.282 -2.006 -8.620
H 22.946 -3.694 -8.492
H 21.265 -1.919 -9.927
C 16.530 -1.981 -9.211
C 18.039 -1.958 -9.397
O 18.709 -2.309 -8.185
H 16.060 -1.612 -10.123
H 16.230 -1.351 -8.372
H 16.193 -2.997 -9.004
H 18.322 -0.974 -9.794
H 18.348 -2.643 -10.189
H 18.359 -1.705 -7.518
C 19.581 -2.917 -14.133
C 20.824 -2.879 -13.259
O 21.710 -3.964 -13.537
H 18.954 -2.056 -13.884
H 19.036 -3.843 -13.941
H 19.772 -2.896 -15.206
H 20.499 -3.009 -12.216
H 21.370 -1.936 -13.314
H 21.457 -4.667 -12.912
C 23.625 -10.442 -9.120
C 22.324 -9.941 -9.733
O 22.521 -8.642 -10.311
H 24.429 -10.362 -9.852
H 23.525 -11.464 -8.757
H 23.929 -9.855 -8.248
H 21.530 -9.884 -8.986
H 22.066 -10.666 -10.502
H 22.905 -8.068 -9.600
C 15.566 -8.869 -8.931
C 16.638 -8.020 -9.594
O 17.845 -8.789 -9.591
H 14.567 -8.428 -8.934
H 15.796 -9.115 -7.894
H 15.461 -9.825 -9.451
H 16.775 -7.086 -9.046
H 16.360 -7.816 -10.631
H 18.591 -8.150 -9.628
C 18.053 -8.122 -15.232
C 19.223 -7.259 -14.769
O 19.369 -7.341 -13.349
H 17.167 -7.875 -14.649
H 18.289 -9.178 -15.102
H 17.863 -7.962 -16.293
H 19.076 -6.215 -15.065
H 20.151 -7.486 -15.296
H 18.643 -6.799 -12.953
*
```


No. 3
Formula: C18H55N9O4P3Y
Source: the Open Molecules 2025 dataset
Level of theory: ωB97M-V/def2-TZVPD

Properties
HOMO (alpha / beta) = -10.0 / -10.0 eV
gap between HOMO and LUMO (alpha / beta) = 6.47 / 5.80 eV
E_tot = -2574.81032 Eh
maximum force = 0.0856 Eh/bohr
energy relative to the best compared isomer or geometry (same formula, charge and spin) = 0.0 kcal per mole

Structure (ORCA input):
```
! wB97M-V def2-TZVPD RIJCOSX def2/J DEFGRID3
* xyz 1 2
Y 3.132 -0.380 1.479
O 1.254 -1.185 0.813
H 0.387 -1.464 0.459
O -2.775 3.363 1.418
P -2.873 2.528 2.667
N -1.690 1.244 2.754
C -0.321 1.364 3.333
C -1.750 0.311 1.646
N -4.376 1.821 2.850
C -4.725 0.745 3.821
C -5.586 2.539 2.546
N -2.674 3.331 4.135
C -2.722 2.646 5.477
C -2.358 4.795 4.216
H 0.252 0.458 3.530
H -0.411 1.964 4.239
H 0.303 1.980 2.686
H -2.760 0.383 1.244
H -1.513 -0.668 2.065
H -0.978 0.601 0.933
H -3.806 0.178 3.968
H -4.927 1.187 4.796
H -5.581 0.169 3.469
H -6.305 1.880 2.059
H -5.987 3.000 3.449
H -5.335 3.262 1.770
H -2.255 1.687 5.253
H -2.269 3.227 6.281
H -3.731 2.363 5.777
H -3.144 5.257 4.814
H -2.528 5.340 3.288
H -1.409 4.992 4.713
O 2.527 1.327 0.057
P 2.095 2.390 -0.915
N 0.963 1.846 -2.070
C 1.342 0.876 -3.048
C -0.407 1.712 -1.575
N 3.402 2.888 -1.927
C 3.318 3.698 -3.135
C 4.783 2.911 -1.395
N 1.534 3.816 -0.225
C 0.959 4.823 -1.096
C 1.756 4.140 1.189
H 1.834 0.025 -2.577
H 2.136 1.163 -3.737
H 0.520 0.553 -3.687
H -1.090 1.918 -2.399
H -0.629 2.468 -0.821
H -0.569 0.695 -1.219
H 4.268 3.849 -3.646
H 2.745 3.245 -3.944
H 2.797 4.641 -2.969
H 5.534 2.604 -2.122
H 5.086 3.909 -1.075
H 4.898 2.315 -0.489
H 1.762 5.472 -1.445
H 0.465 4.444 -1.990
H 0.215 5.378 -0.523
H 2.694 3.713 1.543
H 0.955 3.743 1.813
H 1.642 5.195 1.437
O 0.420 -5.511 -4.383
P 0.488 -5.145 -2.934
N 0.050 -6.498 -1.978
C 0.446 -6.687 -0.594
C -0.145 -7.802 -2.722
N -0.427 -3.725 -2.460
C -0.197 -2.391 -2.993
C -1.125 -3.577 -1.191
N 2.087 -4.809 -2.341
C 2.386 -4.077 -1.079
C 3.246 -5.287 -3.114
H 1.233 -7.439 -0.540
H -0.432 -7.139 -0.134
H 0.765 -5.719 -0.209
H -0.311 -8.601 -1.999
H 0.651 -8.032 -3.430
H -0.965 -7.660 -3.427
H 0.805 -2.052 -2.730
H -0.147 -2.360 -4.081
H -0.857 -1.557 -2.752
H -1.774 -4.451 -1.159
H -0.581 -3.401 -0.263
H -1.871 -2.793 -1.317
H 3.146 -4.643 -0.542
H 2.784 -3.092 -1.321
H 1.517 -3.991 -0.427
H 3.293 -4.853 -4.113
H 3.249 -6.376 -3.073
H 4.192 -5.007 -2.651
*
```


No. 4
Formula: C18H56AsF6O10
Source: the Open Molecules 2025 dataset
Level of theory: ωB97M-V/def2-TZVPD

Properties
HOMO = -7.4 eV
gap between HOMO and LUMO = 9.50 eV
E_tot = -4306.81843 Eh
maximum force = 0.0792 Eh/bohr
energy relative to the best compared isomer or geometry (same formula, charge and spin) = 92.3 kcal per mole

Structure (ORCA input):
```
! wB97M-V def2-TZVPD RIJCOSX def2/J DEFGRID3
* xyz -1 1
As -13.630 4.015 0.044
F -12.173 4.992 -0.431
F -13.177 2.949 -1.350
F -15.036 2.960 0.331
F -14.003 5.117 1.425
F -14.642 5.025 -1.095
F -12.570 2.990 1.049
C -12.994 9.558 1.067
C -13.203 8.379 0.309
C -14.339 8.608 -0.697
O -12.111 7.980 -0.476
H -12.608 10.374 0.456
H -12.282 9.614 1.891
H -13.960 9.946 1.389
H -13.526 7.511 0.884
H -15.182 9.210 -0.357
H -14.685 7.635 -1.045
H -14.039 9.287 -1.495
H -12.118 7.031 -0.620
C -12.702 4.975 -5.031
C -13.898 4.416 -4.359
C -15.260 4.675 -5.028
O -13.662 3.011 -4.278
H -12.734 6.063 -5.088
H -12.504 4.545 -6.012
H -11.751 4.842 -4.514
H -14.043 4.835 -3.363
H -15.412 3.991 -5.863
H -15.374 5.719 -5.320
H -15.975 4.331 -4.281
H -14.056 2.653 -3.479
C -8.494 0.000 1.452
C -8.734 1.015 2.568
C -10.154 0.985 3.006
O -7.943 0.684 3.624
H -7.494 -0.433 1.470
H -8.648 0.688 0.621
H -9.252 -0.781 1.504
H -8.388 2.004 2.268
H -10.801 1.228 2.163
H -10.364 1.806 3.692
H -10.529 0.077 3.478
H -7.108 0.264 3.405
C -16.987 6.954 2.417
C -18.222 6.381 3.062
C -19.116 7.279 4.029
O -19.076 6.054 2.009
H -16.418 6.151 1.948
H -16.426 7.222 3.312
H -17.370 7.715 1.737
H -17.929 5.523 3.666
H -19.190 8.211 3.468
H -18.700 7.591 4.987
H -20.045 6.727 4.173
H -18.484 5.807 1.295
C -15.238 -0.095 1.795
O -14.475 -0.866 0.893
H -15.744 -0.793 2.461
H -14.658 0.512 2.490
H -15.847 0.640 1.269
H -13.784 -0.267 0.602
C -11.153 -0.115 -1.360
O -12.360 0.318 -0.869
H -10.636 0.775 -1.720
H -10.527 -0.828 -0.823
H -11.491 -0.690 -2.222
H -12.403 1.266 -1.015
C -12.309 7.015 3.602
O -12.268 7.835 4.790
H -13.298 6.895 3.160
H -11.626 7.517 2.916
H -11.857 6.059 3.866
H -12.965 8.478 4.639
C -15.745 0.824 -2.064
O -16.309 1.813 -2.836
H -14.691 0.681 -2.303
H -15.925 0.792 -0.989
H -16.137 -0.152 -2.348
H -16.322 2.674 -2.413
C -9.391 3.716 -0.011
O -10.146 3.346 -1.181
H -9.975 3.502 0.884
H -8.439 3.200 0.114
H -9.175 4.775 -0.156
H -10.929 3.891 -1.292
C -15.605 3.853 4.531
O -14.661 4.849 4.244
H -15.276 2.821 4.404
H -15.924 4.053 5.554
H -16.458 3.961 3.860
H -14.491 4.991 3.310
*
```